26
Properties=species:S:1:pos:R:3:mulliken_charge:R:1 method="wB97M-V/def2-TZVPD" e_above_lowest_kcal_mol=47.22 gap_ev=8.56 smiles="O=C1CCCN(c2ccccc2)C1"
O -3.65965 -0.09910 1.12947 -0.586
C -2.48433 -0.38795 1.04444 0.069
C -1.92505 -1.72576 1.38154 -0.815
C -1.52932 -2.45580 0.14092 -0.568
C -0.35671 -1.54180 -0.26849 -0.991
N -0.34529 -0.13364 0.22589 0.120
C 0.76884 0.60229 -0.19963 0.875
C 0.85740 1.98748 0.14849 -0.040
C 1.96062 2.80480 -0.10115 -0.820
C 2.89924 2.17878 -0.92909 -0.365
C 2.83474 0.83738 -1.29027 -0.589
C 1.86817 -0.02207 -0.82497 -0.513
C -1.52375 0.54279 0.42351 -0.114
H -1.10745 -1.52929 1.98381 0.442
H -2.69102 -2.25648 2.01565 0.334
H -2.35208 -2.37473 -0.54098 0.359
H -1.20002 -3.55671 0.29853 0.280
H 0.65846 -1.96778 -0.11039 0.369
H -0.34843 -1.37413 -1.37287 0.570
H 0.00656 2.16114 0.84240 0.102
H 2.01466 3.88814 -0.03513 0.330
H 3.63789 2.78560 -1.41620 0.360
H 3.63162 0.43311 -1.93805 0.325
H 1.66065 -1.03933 -1.22589 0.264
H -1.43011 1.33609 1.16241 0.259
H -1.84564 0.90698 -0.54395 0.343